1.
Below is a molecular structure, CH3InO, with properties calculated with ωB97M-V with the def2-TZVPD basis set.

max |F|: 1.03 eV/A
LUMO energy (spin up / spin down): -5.3 / -6.1 eV
gap between HOMO and LUMO (spin up / spin down): 9.98 / 8.58 eV
expectation value of S²: 0.754

```
! wB97M-V def2-TZVPD RIJCOSX def2/J DEFGRID3
* xyz 1 2
H -1.3724 0.4443 0.1006
H -0.2425 1.3565 -0.9647
H -0.6167 -0.2240 -1.2807
C -0.4190 0.4247 -0.4273
In 2.0695 -1.9570 2.1646
O 0.5812 -0.0445 0.4075
*
```

2.
Below is 2 unconnected molecules or ions with the total composition C14H20F8N2O3SSi, with properties calculated with ωB97M-V with the def2-TZVPD basis set.

max |F|: 2.67 eV/A
energy above the lowest of the compared OMol25 structures with the same formula, charge and spin: 0.0 kcal per mole
LUMO energy: -2.3 eV
gap between HOMO and LUMO: 5.32 eV

```
! wB97M-V def2-TZVPD RIJCOSX def2/J DEFGRID3
* xyz 0 1
F -3.4553 -1.5184 -0.9524
C -4.0774 -0.9051 0.0733
O 3.2775 -0.8268 -0.5468
H 3.2487 -4.6881 0.1251
H 5.1704 -1.6850 -2.3985
H 5.6937 -3.3676 1.0571
H 1.8286 -3.6670 0.2880
C 5.0095 -2.6540 -1.9155
H 1.8132 2.1801 -0.3899
F -4.1395 0.6712 -1.7137
H 5.9569 -3.1205 -1.6364
Si 3.9287 -2.3978 -0.3723
C 0.2031 0.9954 -0.5823
F -6.1064 -1.8867 -0.6892
H 4.6408 -2.2940 2.0625
N -0.9244 5.2518 1.8933
C -5.3256 -1.7838 0.3775
C 2.7234 -3.8248 -0.3196
C -1.1363 3.1121 0.5561
H 1.5952 -1.3797 0.6040
S -3.5776 1.9276 0.5108
H -2.4545 3.8941 2.0327
F 1.1302 -2.3724 -2.1326
H -0.3312 5.7371 1.2325
C -1.8197 1.9456 0.1737
C 1.0395 -0.1090 -1.1585
C -4.4298 0.5523 -0.4151
H 0.7972 4.0192 0.5976
F -5.7282 0.7986 -0.2672
F -4.8766 -3.0199 0.6519
C 5.1342 -2.4290 1.0932
H 2.4039 -4.0575 -1.3329
O -4.1909 3.1295 0.0429
H -1.6786 -0.0044 -0.6965
C 2.0086 -0.5640 0.0031
C -1.8325 4.3268 1.2457
H 0.4202 -0.9681 -1.4676
H 5.8358 -1.5916 0.9901
O -3.7543 1.7906 1.9223
H 4.4234 -3.2797 -2.5934
H 2.1391 0.2969 0.6890
F -3.2405 -0.8901 1.1163
N 0.8123 2.1121 -0.2294
C 0.1887 3.1677 0.3351
H -0.3597 4.7988 2.6005
F -5.9830 -1.3566 1.4493
H 1.6196 0.2337 -2.0169
C -1.1556 0.8946 -0.3958
H -2.4650 4.8055 0.4993
*
```

3.
Below is 9 unconnected molecules or ions with the total composition C33H83NO9, with properties calculated with ωB97M-V with the def2-TZVPD basis set.

max |F|: 2.23 eV/A
energy above the lowest of the compared OMol25 structures with the same formula, charge and spin: 56.9 kcal per mole
LUMO energy: 0.4 eV
SMILES: CC1(C)CCCC(C)(C)N1O.CC(C)O.CC(C)O.CC(C)O.CC(C)O.CC(C)O.CC(C)O.CC(C)O.CC(C)O
gap between HOMO and LUMO: 8.65 eV

```
! wB97M-V def2-TZVPD RIJCOSX def2/J DEFGRID3
* xyz 0 1
C -0.7427 -0.5955 -0.5698
H -1.6059 3.5743 -2.5393
O -4.1025 -0.7566 3.7256
H -5.3231 0.7336 3.2383
C -5.9168 1.3038 -2.4593
C 2.8746 0.6546 1.2064
C 2.7071 2.2099 3.1089
H 0.8568 -3.4172 4.7365
H -6.2753 -6.2526 1.7387
H -4.7640 -0.5783 -2.3855
H 2.0664 2.9205 2.5782
C -4.1752 -0.0124 1.4825
O 1.8185 -3.0116 -0.6583
H -1.2524 -1.2159 2.2366
O 4.8987 3.6851 1.9948
C -6.1813 -1.1677 2.5464
H -6.5997 3.2912 -2.4770
O -1.4374 -1.8146 2.9844
C 0.2481 -0.0391 -1.5792
H -5.2615 -5.6373 3.0132
H 1.5303 -3.7809 -0.1481
H 2.6055 0.6436 -5.7086
H 3.2147 2.8368 3.8440
H 6.8010 1.6447 -0.8731
N 4.2928 2.6408 1.2808
H 4.9481 -3.9526 -0.0757
C -4.4920 -5.2819 0.9526
C -5.6267 2.8090 -2.3856
H -0.2856 0.4959 -2.3691
C -5.6060 -5.4307 1.9961
H 2.6412 3.4787 -3.3632
C -0.3311 3.4582 -0.8362
H 4.5798 0.5771 3.9153
C -3.8528 -3.8868 1.0508
H 5.5393 3.2599 2.5928
H 0.2144 -0.6129 4.7175
H -3.7421 -0.9358 1.0870
H -5.0449 3.1332 -3.2529
H 0.8379 3.9325 0.9517
C -0.1544 4.1334 0.5208
H 1.7065 -1.1028 3.7788
H 2.2118 -4.4439 -2.6984
H -0.3287 5.2088 0.4877
H 4.1674 1.1055 -5.0831
H 3.5954 -2.4388 -1.4306
O -6.5823 0.9137 -1.2482
H -3.9057 1.0148 -1.8436
H -0.6841 -4.1590 4.1457
H 4.2816 4.4076 -0.4394
H -2.4576 3.7665 -1.0426
H 3.4673 -4.6600 0.7211
H 1.5076 3.8479 -1.0459
H -3.3267 -1.1315 3.3020
H 0.8286 -0.8165 -2.0848
H -0.7681 3.7307 1.3331
H 3.1236 1.9763 -1.3089
H 4.5768 1.1751 -1.7322
C 3.1004 1.2620 -4.9487
H 0.5763 3.5935 -5.3245
H 2.7478 -0.2523 1.8086
C -0.1818 -3.2380 4.4396
H -5.9504 -2.2272 2.4926
H -1.4714 0.1738 -0.3179
H -6.6591 -0.8649 1.6091
H -1.8048 -1.5417 -2.1819
O -5.0865 -5.3438 -0.3482
H -3.3985 0.7514 1.4043
H -2.8910 -3.8445 0.5290
H -4.9988 3.0260 -1.5257
C 1.0500 2.7081 -4.9153
H -4.2107 0.6314 -3.5145
H 2.9727 -5.4040 -1.5636
H -5.9620 -4.9510 -0.2930
H -4.4431 -3.0969 0.5938
H 0.9739 0.5876 -1.0611
C 3.1776 -3.3771 -1.0614
H -6.9038 -0.9933 3.3448
H 3.9313 -3.0263 0.9881
H 6.9512 2.4779 0.6066
H 4.2499 -0.4949 0.1440
H -0.7058 -2.8567 5.3186
C 2.5464 2.6715 -5.1584
H 4.8806 3.5659 -1.9035
H -0.8705 -2.6602 -1.2639
H 5.9210 4.2361 -0.6267
O 0.0512 -0.9566 0.5747
H 0.7758 -1.5344 0.2984
C -1.5141 -1.7886 -1.1577
C 5.0013 3.6780 -0.8284
H 0.3061 -2.7792 2.4651
H 5.7454 1.3280 2.8657
H -3.5258 -3.7055 2.0806
C 4.7974 0.7869 2.8670
O 3.1406 3.5563 -4.1833
C 0.6158 -0.9827 3.7741
H 6.3141 0.8492 0.6190
C 3.9765 1.4582 -0.8614
C -0.0998 -2.2313 3.3258
H 0.5236 -0.1387 3.0845
H 2.0667 1.4691 3.5746
C 4.9026 2.3840 -0.0289
C 3.4640 0.2157 -0.1324
H -6.1633 -4.4978 2.1138
H -4.8733 0.2477 0.6739
H -0.3930 2.3812 -0.6388
H -3.7390 -6.0496 1.1174
C 3.1278 -4.4593 -2.1071
C -1.5453 4.0710 -1.5624
H -7.0328 1.6575 -0.8378
H 2.7917 3.0895 -6.1345
H 4.9083 -0.1697 2.3553
H 2.7293 -0.3142 -0.7331
C 3.9032 -3.7967 0.2138
H 1.8608 1.0581 1.1482
C 3.7020 1.5999 2.1104
O 0.7816 3.7422 -1.6820
C -4.5983 0.4885 -2.4993
H 2.7641 0.8847 -3.9805
H 4.0259 -4.5881 -2.7050
H -1.5160 5.1251 -1.8233
H -6.4883 0.9794 -3.3287
C 6.2769 1.7974 0.0738
H 0.8924 2.4528 -3.8651
H 0.5761 1.8284 -5.3756
C -4.9863 -0.1916 2.7675
H -2.4021 -1.8878 -0.5389
*
```

4.
Below is a single C5H5BrN2O4S molecule, with properties calculated with ωB97M-V with the def2-TZVPD basis set.

max |F|: 3.96 eV/A
energy above the lowest of the compared OMol25 structures with the same formula, charge and spin: 177.8 kcal per mole
LUMO energy: -2.0 eV
SMILES: CC1=C([N+](=O)[O-])CS[C@]1(Br)[N+](=O)[O-]
gap between HOMO and LUMO: 7.89 eV

```
! wB97M-V def2-TZVPD RIJCOSX def2/J DEFGRID3
* xyz 0 1
Br -2.1932 2.0766 0.9805
C -1.2534 0.5159 0.3708
C 0.8963 -0.4896 0.2468
H 1.0648 -1.7323 1.8814
O -2.0527 -1.1196 -1.1708
H 0.1942 1.2282 -2.0072
H 1.5110 1.8752 -1.0871
S -1.0834 -1.0904 1.9416
C 0.3899 1.7378 -1.0506
N 2.3008 -0.5727 0.0008
H 0.1418 -2.5029 0.4736
O 2.7978 0.3025 -0.7249
O 2.9405 -1.4679 0.5517
H -0.3925 2.5336 -1.0406
C 0.3591 -1.5823 1.1135
O -3.4241 0.0040 0.0311
C 0.1044 0.5427 -0.1701
N -2.3015 -0.2589 -0.3406
*
```